# C3H9OS

2 unconnected molecules or ions with the total composition C3H9OS (ωB97M-V with the def2-TZVPD basis set, the OMol25 dataset).

Computed properties:
- Gap between HOMO and LUMO: 6.467 eV
- Highest occupied orbital energy: -2.460 eV
- Relative energy (zero: lowest compared OMol25 entry of this formula, charge and spin): 24.3 kcal/mol
- Total charge: -1
- 2S+1: 1
- E_LUMO: 4.01 eV
- DFT total energy: -16140.0027 eV

Cartesian coordinates (Å):
S  0.126  0.066  1.550
O  -0.812  1.026  -1.549
C  -0.661  -0.389  -1.666
C  1.173  0.095  3.074
C  -0.044  -0.828  -2.995
H  2.143  -0.380  2.909
H  -0.626  -0.410  -3.822
H  0.746  -0.489  3.900
H  -1.647  -0.856  -1.577
H  -0.888  1.179  -0.597
H  0.085  -1.907  -2.908
H  0.068  -0.662  -0.904
H  0.970  -0.429  -3.104
H  1.226  1.139  3.386

Mulliken atomic charge list, values in e, 4 entries: atom 1 (S): -0.649, atom 2 (O): -0.536, atom 3 (C): -0.077, atom 4 (C): -0.757